(1)
Molecular formula: C41H88FN14O16PS
Method: DFT, ωB97M-V/def2-TZVPD

Last column: Löwdin charge in e.
Positions of all 162 atoms, in Å:
1 N -5.726 -0.937 -0.822  0.07
2 C -4.698 -1.590 0.106  -0.55
3 N -5.050 -3.093 0.087  0.01
4 N -4.879 -1.173 1.575  0.06
5 C -3.152 -1.488 -0.426  -0.06
6 C -2.542 0.042 -0.485  -0.30
7 P -1.399 -0.048 -2.011  0.82
8 O -0.259 1.042 -2.070  -0.34
9 O -2.436 0.266 -3.419  -0.19
10 O -0.678 -1.612 -2.301  -0.20
11 O -3.429 1.172 -0.804  -0.03
12 C -3.944 1.877 0.412  -0.20
13 O -4.955 2.752 0.458  0.04
14 O -3.086 1.314 1.466  0.00
15 C -1.948 0.465 0.981  -0.24
16 F -1.614 -0.614 1.946  -0.01
17 C -0.699 1.518 1.106  -0.08
18 C 0.756 0.774 1.461  -0.17
19 C 1.025 0.748 3.083  -0.20
20 C 2.603 0.709 3.522  -0.21
21 C 3.448 -0.573 2.883  -0.19
22 C 3.017 -1.917 3.781  -0.25
23 C 4.256 -2.522 4.667  -0.46
24 S 3.861 -2.660 6.528  0.82
25 C 2.037 -3.035 6.790  -0.48
26 N 0.973 -2.349 7.622  0.02
27 N -0.159 -3.133 7.307  -0.05
28 C 0.135 -4.263 6.335  -0.04
29 O 1.578 -4.194 6.006  -0.15
30 H -5.799 0.090 -0.657  0.06
31 H -5.552 -1.178 -1.822  0.07
32 H -6.095 -3.150 0.247  0.09
33 H -4.919 -3.392 -0.918  0.06
34 H -4.009 -1.538 2.056  0.08
35 H -5.657 -1.779 1.957  0.09
36 H -3.161 -1.893 -1.548  0.10
37 H -2.510 -2.247 0.190  0.15
38 H -2.690 -0.597 -3.861  0.05
39 H -1.275 -2.138 -2.943  0.08
40 H -0.940 2.204 2.054  0.12
41 H -0.604 2.277 0.201  0.14
42 H 1.593 1.404 0.917  0.11
43 H 0.764 -0.312 0.999  0.12
44 H 0.576 1.749 3.553  0.12
45 H 0.372 -0.126 3.538  0.11
46 H 2.618 0.549 4.704  0.12
47 H 3.181 1.730 3.345  0.12
48 H 4.622 -0.431 2.972  0.10
49 H 3.111 -0.816 1.766  0.11
50 H 2.076 -1.588 4.403  0.09
51 H 2.637 -2.796 3.069  0.12
52 H 4.499 -3.604 4.227  0.08
53 H 5.262 -1.900 4.511  0.10
54 H -0.554 -5.079 5.853  0.13
55 C -2.342 5.526 5.591  -0.08
56 N -1.184 5.761 4.763  0.00
57 C -1.070 5.625 3.411  -0.54
58 C -2.280 5.175 2.640  -0.01
59 O 0.001 5.869 2.861  0.01
60 H -2.579 6.456 6.113  0.08
61 H -2.084 4.759 6.325  0.09
62 H -3.208 5.201 5.014  0.08
63 H -0.327 6.067 5.209  0.14
64 H -2.032 5.114 1.576  0.09
65 H -2.593 4.184 2.978  0.08
66 H -3.093 5.895 2.764  0.09
67 C -3.353 -3.215 -7.198  -0.07
68 N -3.558 -2.905 -5.803  0.00
69 C -4.732 -2.659 -5.156  -0.54
70 C -6.005 -2.705 -5.954  0.00
71 O -4.726 -2.409 -3.953  -0.01
72 H -2.860 -4.188 -7.260  0.08
73 H -2.696 -2.452 -7.621  0.08
74 H -4.288 -3.243 -7.760  0.08
75 H -2.747 -2.856 -5.197  0.13
76 H -6.854 -2.488 -5.300  0.09
77 H -5.978 -1.951 -6.746  0.09
78 H -6.144 -3.701 -6.381  0.09
79 C 6.407 2.018 -1.924  -0.09
80 N 5.180 1.761 -1.208  0.01
81 C 4.999 1.625 0.136  -0.52
82 C 6.202 1.748 1.030  0.00
83 O 3.875 1.407 0.582  0.00
84 H 6.284 2.948 -2.485  0.08
85 H 6.568 1.195 -2.625  0.09
86 H 7.267 2.104 -1.259  0.05
87 H 4.323 1.665 -1.741  0.14
88 H 5.897 1.616 2.072  0.07
89 H 6.933 0.974 0.783  0.08
90 H 6.647 2.741 0.924  0.09
91 C -8.729 2.129 -0.956  -0.08
92 N -8.995 0.952 -1.748  0.00
93 C -10.085 0.133 -1.705  -0.55
94 C -11.176 0.457 -0.723  -0.02
95 O -10.150 -0.836 -2.457  0.01
96 H -8.603 2.974 -1.638  0.08
97 H -7.797 1.967 -0.410  0.07
98 H -9.532 2.347 -0.251  0.08
99 H -8.305 0.667 -2.433  0.14
100 H -11.975 -0.285 -0.808  0.08
101 H -10.784 0.427 0.297  0.08
102 H -11.597 1.443 -0.941  0.08
103 C 12.108 -0.341 -2.644  -0.08
104 N 11.015 -0.077 -1.739  0.00
105 C 10.144 0.973 -1.750  -0.53
106 C 10.302 2.014 -2.823  -0.01
107 O 9.263 1.044 -0.897  0.01
108 H 11.931 -1.312 -3.114  0.08
109 H 13.029 -0.390 -2.058  0.08
110 H 12.206 0.424 -3.414  0.08
111 H 10.843 -0.733 -0.987  0.14
112 H 9.536 2.784 -2.699  0.08
113 H 11.284 2.488 -2.744  0.09
114 H 10.177 1.558 -3.809  0.09
115 C 1.789 -7.317 4.767  -0.07
116 N 2.529 -6.747 3.668  0.01
117 C 2.574 -7.168 2.371  -0.55
118 C 1.767 -8.378 1.990  -0.02
119 O 3.263 -6.559 1.556  0.02
120 H 1.115 -6.550 5.157  0.05
121 H 2.502 -7.597 5.547  0.09
122 H 1.210 -8.193 4.471  0.08
123 H 3.098 -5.927 3.844  0.13
124 H 1.907 -8.588 0.926  0.08
125 H 2.103 -9.247 2.561  0.09
126 H 0.705 -8.191 2.168  0.08
127 C -2.252 -8.579 -4.337  -0.08
128 N -3.126 -7.705 -5.081  0.00
129 C -3.759 -6.576 -4.649  -0.54
130 C -3.550 -6.148 -3.223  0.00
131 O -4.474 -5.944 -5.422  0.02
132 H -1.285 -8.604 -4.846  0.08
133 H -2.688 -9.582 -4.347  0.09
134 H -2.113 -8.252 -3.306  0.08
135 H -3.317 -7.926 -6.051  0.14
136 H -4.118 -5.234 -3.030  0.07
137 H -3.906 -6.926 -2.542  0.09
138 H -2.491 -5.940 -3.045  0.09
139 C 1.878 8.229 3.018  -0.09
140 N 2.125 8.284 4.438  0.01
141 C 2.626 9.320 5.169  -0.55
142 C 2.982 10.590 4.448  -0.02
143 O 2.773 9.196 6.383  0.01
144 H 0.816 8.020 2.866  0.06
145 H 2.468 7.408 2.603  0.09
146 H 2.142 9.159 2.512  0.08
147 H 1.911 7.465 4.996  0.13
148 H 3.367 11.321 5.164  0.08
149 H 3.758 10.394 3.704  0.08
150 H 2.093 11.011 3.969  0.08
151 C 0.809 3.481 -3.493  -0.09
152 N 1.968 3.716 -4.321  0.00
153 C 2.081 3.580 -5.673  -0.55
154 C 0.872 3.130 -6.445  -0.02
155 O 3.153 3.824 -6.223  0.01
156 H 0.572 4.412 -2.971  0.09
157 H 1.068 2.714 -2.759  0.06
158 H -0.057 3.156 -4.071  0.08
159 H 2.825 4.022 -3.875  0.14
160 H 1.119 3.069 -7.508  0.08
161 H 0.558 2.139 -6.106  0.08
162 H 0.059 3.850 -6.320  0.08

Output
ΔE to the lowest compared entry with this formula, charge and spin = 12.719 eV
SMILES string = NC(N)(N)C[C@@]1(P(=O)(O)O)OC(=O)O[C@]1(F)CCCCCCCSc1nnco1.CNC(C)=O.CNC(C)=O.CNC(C)=O.CNC(C)=O.CNC(C)=O.CNC(C)=O.CNC(C)=O.CNC(C)=O.CNC(C)=O
LUMO = -0.34 eV
Kohn-Sham gap = 8.51 eV


(2)
Molecular formula: C25H9Br4MnN5O6S
Method: DFT, ωB97M-V/def2-TZVPD

Last column: Löwdin charge in e.
Positions of all 51 atoms, in Å:
1 Mn -0.855 -0.979 -1.166  0.80
2 Br -7.640 -2.541 -0.701  0.64
3 C -5.994 -1.680 -1.022  -0.79
4 C -5.958 -0.308 -1.206  -0.79
5 Br -7.557 0.692 -1.183  0.63
6 C -4.735 0.337 -1.387  -0.65
7 Br -4.639 2.209 -1.691  0.68
8 C -3.547 -0.377 -1.339  -0.40
9 O -2.358 0.135 -1.432  -0.21
10 C -3.574 -1.811 -1.171  -0.43
11 O -2.430 -2.383 -1.143  -0.12
12 C -4.819 -2.429 -1.042  -0.66
13 Br -4.873 -4.313 -0.861  0.69
14 O 6.610 -2.731 -0.930  -0.05
15 C 6.344 -1.534 -1.013  -0.73
16 O 7.065 -0.536 -1.050  -0.06
17 C 4.802 -1.212 -1.105  -0.11
18 C 4.348 0.100 -1.144  -0.02
19 C 2.989 0.335 -1.283  -0.15
20 N 2.097 -0.637 -1.362  0.09
21 C 2.532 -1.893 -1.304  -0.18
22 C 3.873 -2.235 -1.184  0.05
23 C 1.439 -2.935 -1.407  -0.59
24 O 1.700 -4.121 -1.500  0.04
25 O 0.272 -2.407 -1.402  -0.15
26 H 5.052 0.916 -1.080  0.10
27 H 2.600 1.345 -1.351  0.08
28 H 4.180 -3.269 -1.160  0.12
29 S 1.216 4.151 4.312  0.96
30 N 0.746 2.572 4.419  -0.22
31 C 0.508 2.134 3.189  -0.30
32 C 0.060 0.825 2.845  -0.08
33 C -0.211 -0.158 3.787  0.00
34 C -0.660 -1.398 3.366  -0.03
35 C -0.849 -1.612 2.000  -0.07
36 N -0.612 -0.701 1.080  0.12
37 C -0.142 0.526 1.458  -0.09
38 C 0.105 1.492 0.455  -0.10
39 N -0.043 1.130 -0.854  0.07
40 C 0.109 2.047 -1.784  -0.11
41 C 0.458 3.377 -1.524  -0.03
42 C 0.680 3.759 -0.214  0.00
43 C 0.508 2.826 0.803  -0.08
44 C 0.718 3.127 2.182  -0.30
45 N 1.109 4.298 2.672  -0.22
46 H -0.072 0.063 4.835  0.11
47 H -0.879 -2.186 4.068  0.10
48 H -1.216 -2.565 1.638  0.13
49 H -0.029 1.719 -2.808  0.13
50 H 0.578 4.074 -2.341  0.10
51 H 0.994 4.763 0.034  0.11

Output
LUMO (alpha / beta) = 2.49 / 2.48 eV
Kohn-Sham gap (alpha / beta) = 4.65 / 4.34 eV
net charge = -2
2S+1 = 2


(3)
Molecular formula: C5H9O3
Method: DFT, ωB97M-V/def2-TZVPD

Last column: Löwdin charge in e.
Positions of all 17 atoms, in Å:
1 O 0.571 -0.647 2.172  -0.01
2 O 1.756 -0.478 2.504  0.05
3 C 1.777 0.420 -1.265  -0.07
4 C 0.466 0.486 -0.526  -0.41
5 C -0.052 1.744 -0.283  0.07
6 C -0.181 -0.669 -0.127  -0.09
7 C -1.585 -0.669 0.370  -0.29
8 O -2.034 -2.014 0.454  -0.07
9 H 2.026 -0.617 -1.508  0.07
10 H 1.763 1.005 -2.202  0.08
11 H 2.587 0.862 -0.675  0.08
12 H -1.016 1.870 0.221  0.06
13 H 0.544 2.624 -0.548  0.07
14 H 0.244 -1.629 -0.415  0.12
15 H -1.692 -0.167 1.351  0.12
16 H -2.240 -0.126 -0.343  0.13
17 H -2.934 -1.995 0.819  0.09

Output
ΔE to the lowest compared entry with this formula, charge and spin = 0.203 eV
LUMO (alpha / beta) = 0.85 / -1.12 eV
Kohn-Sham gap (alpha / beta) = 8.33 / 8.43 eV
2S+1 = 4


(4)
Molecular formula: C6H5NO2
Method: DFT, ωB97M-V/def2-TZVPD

Last column: Löwdin charge in e.
Positions of all 14 atoms, in Å:
1 O -2.613 0.351 -1.635  0.06
2 N -1.470 0.872 -1.650  -0.30
3 O -1.122 1.924 -2.260  0.05
4 C -0.527 0.239 -0.724  -0.11
5 C 0.653 0.936 -0.327  -0.01
6 C 1.412 0.542 0.725  -0.09
7 C 1.051 -0.584 1.437  -0.06
8 C 0.064 -1.448 0.953  -0.07
9 C -0.750 -0.984 -0.038  -0.02
10 H 0.901 1.873 -0.804  0.11
11 H 2.220 1.169 1.074  0.11
12 H 1.768 -0.813 2.212  0.11
13 H 0.025 -2.477 1.278  0.11
14 H -1.612 -1.602 -0.242  0.12

Output
ΔE to the lowest compared entry with this formula, charge and spin = 3.883 eV
SMILES string = O=[N+]([O-])c1ccccc1
LUMO = -0.91 eV
Kohn-Sham gap = 9.26 eV


(5)
Molecular formula: C46H47N3O2Rh
Method: DFT, ωB97M-V/def2-TZVPD

Last column: Löwdin charge in e.
Positions of all 99 atoms, in Å:
1 Rh 0.050 -0.425 -0.067  1.26
2 C -4.535 -0.593 -3.031  -0.07
3 C -3.312 -0.841 -2.152  -0.36
4 C -2.302 -1.737 -2.873  -0.06
5 C -3.651 -1.438 -0.801  -0.14
6 C -4.651 -2.392 -0.674  -0.05
7 C -4.901 -3.005 0.545  -0.08
8 C -4.138 -2.672 1.649  -0.04
9 C -3.126 -1.720 1.562  -0.14
10 C -2.338 -1.345 2.800  -0.38
11 C -1.711 -2.563 3.475  -0.06
12 C -3.219 -0.556 3.772  -0.06
13 C -2.903 -1.099 0.333  -0.19
14 N -1.880 -0.120 0.212  -0.07
15 C -2.290 1.236 0.195  -0.45
16 O -3.451 1.577 0.390  0.06
17 C -1.179 2.157 -0.093  -0.22
18 C -1.283 3.487 -0.437  -0.03
19 C -0.152 4.179 -0.880  -0.09
20 C 1.058 3.462 -1.088  -0.03
21 C 1.117 2.148 -0.731  -0.22
22 N 0.057 1.555 -0.111  -0.07
23 C 2.236 1.199 -1.015  -0.46
24 O 3.324 1.536 -1.462  0.06
25 N 1.873 -0.121 -0.763  -0.07
26 C 2.844 -1.140 -0.968  -0.19
27 C 2.783 -1.918 -2.125  -0.14
28 C 3.735 -2.916 -2.301  -0.03
29 C 4.713 -3.145 -1.348  -0.08
30 C 4.740 -2.383 -0.192  -0.05
31 C 3.808 -1.373 0.017  -0.14
32 C 3.769 -0.608 1.325  -0.37
33 C 2.892 -1.361 2.329  -0.06
34 C 5.151 -0.333 1.910  -0.07
35 C 1.731 -1.646 -3.177  -0.38
36 C 1.242 -2.904 -3.889  -0.07
37 C 2.242 -0.601 -4.172  -0.05
38 H -4.246 -0.026 -3.918  0.08
39 H -5.297 -0.026 -2.496  0.08
40 H -4.982 -1.527 -3.377  0.07
41 H -2.839 0.128 -1.981  0.12
42 H -2.755 -2.704 -3.102  0.08
43 H -1.420 -1.925 -2.254  0.04
44 H -1.977 -1.283 -3.811  0.08
45 H -5.243 -2.666 -1.538  0.10
46 H -5.679 -3.753 0.627  0.10
47 H -4.331 -3.157 2.597  0.11
48 H -1.527 -0.683 2.484  0.11
49 H -2.471 -3.283 3.783  0.07
50 H -1.162 -2.260 4.368  0.07
51 H -1.025 -3.071 2.798  0.07
52 H -4.046 -1.171 4.134  0.07
53 H -3.641 0.323 3.284  0.08
54 H -2.638 -0.230 4.637  0.07
55 H -2.257 3.957 -0.387  0.11
56 H -0.225 5.219 -1.164  0.08
57 H 1.924 3.916 -1.550  0.11
58 H 3.705 -3.532 -3.189  0.10
59 H 5.438 -3.935 -1.496  0.10
60 H 5.493 -2.582 0.560  0.10
61 H 3.301 0.358 1.132  0.12
62 H 3.319 -2.345 2.541  0.07
63 H 1.884 -1.523 1.936  0.05
64 H 2.811 -0.813 3.270  0.08
65 H 5.635 -1.248 2.256  0.07
66 H 5.065 0.333 2.771  0.08
67 H 5.801 0.140 1.175  0.09
68 H 0.866 -1.214 -2.662  0.09
69 H 2.001 -3.313 -4.559  0.07
70 H 0.366 -2.669 -4.497  0.07
71 H 0.961 -3.676 -3.172  0.08
72 H 3.099 -0.995 -4.723  0.08
73 H 2.561 0.307 -3.660  0.07
74 H 1.463 -0.344 -4.893  0.08
75 C 0.054 -2.432 -0.037  -0.12
76 C 0.057 -3.659 -0.026  -0.14
77 C 0.062 -5.051 -0.002  -0.14
78 C -1.190 -5.756 -0.259  -0.17
79 C -2.212 -5.117 -0.976  -0.02
80 C -3.414 -5.752 -1.222  -0.09
81 C -3.645 -7.035 -0.741  -0.10
82 C -2.656 -7.670 -0.001  -0.10
83 C -1.445 -7.042 0.238  -0.05
84 C 1.325 -5.730 0.272  -0.17
85 C 2.336 -5.057 0.972  -0.02
86 C 3.552 -5.663 1.227  -0.09
87 C 3.807 -6.950 0.773  -0.11
88 C 2.828 -7.620 0.050  -0.10
89 C 1.604 -7.022 -0.195  -0.05
90 H -2.047 -4.105 -1.324  0.09
91 H -4.183 -5.235 -1.781  0.10
92 H -4.590 -7.528 -0.926  0.09
93 H -2.832 -8.659 0.404  0.10
94 H -0.699 -7.538 0.844  0.11
95 H 2.154 -4.040 1.296  0.09
96 H 4.313 -5.117 1.770  0.10
97 H 4.763 -7.420 0.964  0.09
98 H 3.022 -8.614 -0.334  0.10
99 H 0.865 -7.548 -0.786  0.11

Output
ΔE to the lowest compared entry with this formula, charge and spin = 0.426 eV
LUMO (alpha / beta) = 2.64 / 0.64 eV
Kohn-Sham gap (alpha / beta) = 5.44 / 6.48 eV
net charge = -1
2S+1 = 5


(6)
Molecular formula: C5H9N3S
Method: DFT, ωB97M-V/def2-TZVPD

Last column: Löwdin charge in e.
Positions of all 18 atoms, in Å:
1 C 2.439 0.897 -0.841  -0.14
2 C 3.467 0.186 -0.286  -0.20
3 C 1.289 0.135 -0.583  -0.11
4 C -2.059 -0.643 1.310  -0.14
5 C -2.366 0.599 0.567  -0.50
6 N 2.986 -0.819 0.481  0.00
7 N -1.813 -0.079 -1.971  -0.37
8 N 1.682 -0.861 0.206  -0.10
9 S -1.372 1.023 -0.890  0.86
10 H 2.547 1.781 -1.458  0.08
11 H 4.560 0.368 -0.159  0.11
12 H -1.015 -0.625 1.609  0.07
13 H -2.601 -0.601 2.186  0.05
14 H -2.231 -1.512 0.777  0.06
15 H -2.289 1.479 1.215  0.08
16 H -3.302 0.562 -0.033  0.07
17 H -1.042 -0.212 -2.691  0.01
18 H 1.120 -1.676 0.562  0.17

Output
ΔE to the lowest compared entry with this formula, charge and spin = 4.565 eV
LUMO (alpha / beta) = -1.04 / -0.65 eV
Kohn-Sham gap (alpha / beta) = 7.40 / 8.26 eV


> What is the formula in the fourth record?

C6H5NO2